1.
Computed, not measured: a 8-piece molecular cluster, C36H66F12N12P2 overall, with wB97M-V/def2-TZVPD.

As for the energy above the lowest of the compared OMol25 structures with the same formula, charge and spin: 233.3 kJ/mol. The spin multiplicity is 1. The molar mass comes out at 956.93 g mol⁻¹. The charge is +4.

Geometry (Å):
1 C -11.308 2.814 -9.493
2 C -12.422 1.811 -9.683
3 N -13.599 2.474 -10.310
4 C -13.898 2.562 -11.667
5 C -15.025 3.307 -11.823
6 N -15.494 3.570 -10.539
7 C -14.575 3.121 -9.674
8 C -16.818 4.049 -10.188
9 H -10.577 2.520 -8.740
10 H -11.625 3.787 -9.104
11 H -10.817 3.080 -10.430
12 H -12.782 1.419 -8.731
13 H -12.091 0.924 -10.217
14 H -13.166 2.127 -12.327
15 H -15.584 3.751 -12.630
16 H -14.581 3.319 -8.615
17 H -16.734 4.952 -9.584
18 H -17.416 3.268 -9.725
19 H -17.380 4.383 -11.059
20 C -13.672 3.273 -4.919
21 C -12.587 2.917 -5.921
22 N -11.425 3.695 -5.642
23 C -10.502 3.525 -4.643
24 C -9.603 4.536 -4.722
25 N -9.954 5.337 -5.802
26 C -11.057 4.802 -6.335
27 C -9.289 6.603 -6.177
28 H -14.654 2.842 -5.109
29 H -13.823 4.345 -4.784
30 H -13.344 2.951 -3.926
31 H -12.987 3.123 -6.919
32 H -12.327 1.867 -6.042
33 H -10.482 2.650 -4.013
34 H -8.697 4.818 -4.208
35 H -11.628 5.340 -7.075
36 H -10.012 7.256 -6.655
37 H -8.409 6.397 -6.779
38 H -9.080 6.953 -5.166
39 C -14.671 -1.700 -4.666
40 C -13.659 -1.231 -3.615
41 N -14.317 -1.105 -2.291
42 C -14.898 -2.107 -1.547
43 C -15.129 -1.604 -0.298
44 N -14.842 -0.290 -0.336
45 C -14.306 0.005 -1.541
46 C -15.072 0.655 0.743
47 H -15.093 -2.688 -4.487
48 H -14.141 -1.752 -5.618
49 H -15.498 -0.991 -4.721
50 H -13.178 -0.300 -3.897
51 H -12.920 -2.030 -3.590
52 H -14.822 -3.101 -1.955
53 H -15.496 -2.140 0.562
54 H -13.967 1.015 -1.695
55 H -14.136 0.977 1.196
56 H -15.623 0.139 1.528
57 H -15.688 1.509 0.474
58 C -7.705 3.041 -8.176
59 C -7.561 2.384 -6.824
60 N -6.496 1.441 -6.654
61 C -5.278 1.640 -6.054
62 C -4.504 0.551 -6.272
63 N -5.303 -0.388 -6.818
64 C -6.499 0.176 -7.134
65 C -4.849 -1.714 -7.250
66 H -8.553 3.722 -8.180
67 H -7.801 2.319 -8.994
68 H -6.786 3.525 -8.515
69 H -8.511 1.954 -6.500
70 H -7.439 3.195 -6.102
71 H -5.003 2.582 -5.611
72 H -3.484 0.316 -6.015
73 H -7.213 -0.426 -7.667
74 H -3.889 -1.700 -7.764
75 H -5.492 -2.251 -7.944
76 H -4.751 -2.304 -6.337
77 C -12.684 -4.901 -6.910
78 C -12.968 -6.318 -6.370
79 N -13.306 -7.341 -7.390
80 C -13.457 -7.199 -8.744
81 C -13.575 -8.443 -9.282
82 N -13.647 -9.333 -8.235
83 C -13.581 -8.611 -7.095
84 C -13.709 -10.774 -8.367
85 H -12.301 -4.237 -6.133
86 H -13.603 -4.471 -7.308
87 H -11.884 -4.864 -7.649
88 H -13.730 -6.367 -5.595
89 H -12.057 -6.710 -5.914
90 H -13.304 -6.275 -9.271
91 H -13.488 -8.820 -10.288
92 H -13.369 -9.062 -6.138
93 H -12.687 -11.083 -8.583
94 H -14.412 -11.054 -9.148
95 H -14.063 -11.199 -7.431
96 C -6.570 -5.054 -8.064
97 C -8.015 -5.049 -7.574
98 N -8.934 -4.888 -8.658
99 C -9.865 -5.782 -9.163
100 C -10.537 -5.192 -10.174
101 N -10.034 -3.931 -10.304
102 C -9.018 -3.799 -9.455
103 C -10.404 -2.899 -11.280
104 H -6.292 -4.255 -8.751
105 H -6.527 -5.900 -8.763
106 H -5.860 -5.311 -7.283
107 H -8.196 -4.278 -6.818
108 H -8.325 -5.958 -7.055
109 H -10.000 -6.761 -8.733
110 H -11.314 -5.552 -10.826
111 H -8.447 -2.908 -9.252
112 H -10.942 -2.155 -10.693
113 H -10.949 -3.352 -12.101
114 H -9.494 -2.430 -11.650
115 P -6.437 -3.012 -2.952
116 F -7.245 -3.892 -1.874
117 F -7.796 -2.292 -3.489
118 F -6.150 -1.821 -1.938
119 F -5.681 -2.135 -4.146
120 F -5.048 -3.712 -2.488
121 F -6.589 -4.196 -4.058
122 P -10.349 -0.735 -6.311
123 F -11.102 -1.827 -5.362
124 F -10.913 0.496 -5.394
125 F -9.049 -0.737 -5.424
126 F -9.788 0.263 -7.454
127 F -9.730 -1.983 -7.166
128 F -11.741 -0.704 -7.184

2.
Computed, not measured: C42H51BrCl5F16MgN2NaO12S as an isolated structure, with wB97M-V/def2-TZVPD.

As for the energy above the lowest of the compared OMol25 structures with the same formula, charge and spin: 0.0 kJ/mol. The spin multiplicity is 1. The molar mass comes out at 1416.37 g mol⁻¹.

Geometry (Å):
1 C -2.167 4.897 5.034
2 C -3.680 4.287 5.228
3 C -4.490 4.723 3.879
4 C -3.560 2.661 5.239
5 C -2.664 2.281 6.520
6 C -5.041 2.101 5.508
7 O -5.134 0.648 5.663
8 C -4.347 -0.049 4.717
9 C -3.142 -0.875 5.279
10 C -2.216 -1.628 4.254
11 C -2.547 -1.536 2.715
12 C -3.754 -0.715 2.151
13 S -4.103 -0.584 0.312
14 O -4.771 0.760 0.056
15 O -2.817 -0.550 -0.506
16 C -5.311 -1.874 -0.289
17 F -5.500 -2.895 0.711
18 F -6.583 -1.250 -0.472
19 C -4.903 -2.614 -1.654
20 F -3.807 -3.491 -1.467
21 F -6.031 -3.431 -2.011
22 C -4.627 -1.643 -2.908
23 F -5.106 -0.331 -2.757
24 F -3.249 -1.713 -3.218
25 F -5.299 -2.215 -4.037
26 C -4.673 0.037 3.185
27 O -5.814 0.806 2.787
28 C -1.541 -2.362 1.764
29 O -1.900 -3.006 0.753
30 C -0.018 -2.353 2.211
31 C 1.093 -2.252 1.141
32 C 2.591 -2.194 1.529
33 C 3.819 -2.044 0.527
34 C 3.495 -2.442 -0.987
35 C 2.525 -1.421 -1.761
36 C 3.199 -0.639 -2.987
37 C 2.164 0.567 -3.362
38 N 0.764 -0.009 -3.439
39 C 2.926 -2.290 3.056
40 F 4.280 -2.274 3.521
41 C 1.804 -2.397 4.149
42 O 2.199 -2.481 5.525
43 C 1.802 -1.342 6.255
44 N 1.389 -0.369 6.818
45 C 0.316 -2.408 3.723
46 C -0.923 -2.465 4.734
47 O -0.911 -3.073 5.847
48 H -1.809 5.331 6.032
49 H -1.438 4.102 4.661
50 H -2.148 5.741 4.256
51 H -4.194 4.701 6.161
52 H -4.195 5.794 3.562
53 H -5.610 4.695 4.112
54 H -4.284 4.007 3.005
55 H -3.109 2.376 4.229
56 H -1.677 1.754 6.278
57 H -3.255 1.563 7.213
58 H -2.476 3.219 7.168
59 H -5.375 2.554 6.519
60 H -5.806 2.467 4.723
61 H -2.917 -0.947 6.399
62 H -5.527 1.734 2.606
63 H 0.773 -2.221 0.051
64 H 4.693 -2.692 0.921
65 H 4.218 -0.960 0.572
66 H 3.085 -3.512 -1.013
67 H 4.489 -2.474 -1.581
68 H 1.601 -2.033 -2.089
69 H 2.111 -0.627 -1.026
70 H 4.248 -0.229 -2.784
71 H 3.204 -1.326 -3.923
72 H 2.461 1.130 -4.308
73 H 2.148 1.234 -2.417
74 H 0.059 0.730 -3.278
75 H 0.579 -0.357 -4.402
76 C 6.093 -4.936 -1.086
77 O 5.983 -3.902 -1.945
78 H 5.492 -5.838 -1.300
79 H 7.097 -5.379 -0.961
80 H 5.815 -4.743 -0.035
81 Mg 5.071 -3.668 -3.779
82 C 10.280 -2.394 1.236
83 C 10.868 -3.818 1.136
84 C 12.278 -3.928 0.554
85 F 12.365 -3.456 -0.702
86 F 12.666 -5.228 0.501
87 F 9.995 -4.606 0.461
88 F 10.910 -4.317 2.409
89 O 9.405 -1.967 0.181
90 C 10.004 -1.448 -0.990
91 C 9.760 -2.329 -2.222
92 F 10.200 -3.593 -2.035
93 F 10.421 -1.846 -3.302
94 F 11.310 -1.211 -0.759
95 F 9.438 -0.237 -1.190
96 H 9.637 -2.397 2.121
97 H 11.045 -1.644 1.454
98 H 12.996 -3.392 1.178
99 H 8.696 -2.376 -2.463
100 C -4.100 -0.883 -6.898
101 C -2.849 -0.131 -6.491
102 O -2.795 1.124 -7.156
103 H -4.117 -1.043 -7.979
104 H -4.153 -1.853 -6.397
105 H -4.997 -0.309 -6.646
106 H -1.956 -0.697 -6.763
107 H -2.831 0.044 -5.409
108 H -3.583 1.623 -6.904
109 O 6.079 -0.045 -3.873
110 H 6.794 0.572 -4.017
111 C -3.081 2.007 -2.701
112 Cl -4.112 3.187 -3.520
113 Cl -1.370 2.326 -3.013
114 H -3.262 2.063 -1.628
115 H -3.327 1.011 -3.064
116 C -8.159 5.156 -4.367
117 C -7.982 5.756 -5.737
118 O -8.434 6.852 -6.010
119 C -7.223 4.947 -6.755
120 H -8.723 5.848 -3.739
121 H -8.714 4.218 -4.441
122 H -7.183 4.983 -3.908
123 H -7.737 4.000 -6.935
124 H -6.205 4.764 -6.402
125 H -7.173 5.502 -7.694
126 Na -2.339 -3.050 7.490
127 C -1.511 4.065 0.668
128 Cl -2.138 5.701 0.912
129 Cl -0.515 3.568 2.039
130 Cl -2.840 2.921 0.417
131 H -0.889 4.067 -0.225
132 Br 0.012 6.055 4.103

3.
Computed, not measured: one molecule with the formula C14H13BO2, with wB97M-V/def2-TZVPD.

As for the energy above the lowest of the compared OMol25 structures with the same formula, charge and spin: 112.0 kJ/mol. The SMILES is OB1OCc2ccc(Cc3ccccc3)cc21. The spin multiplicity is 1. The molar mass comes out at 224.07 g mol⁻¹.

Geometry (Å):
1 O 3.970 1.072 -1.765
2 B 3.737 0.057 -0.865
3 O 4.805 -0.724 -0.265
4 C 4.102 -1.709 0.476
5 C 2.543 -1.413 0.345
6 C 1.410 -2.171 0.746
7 C 0.106 -1.769 0.402
8 C -0.109 -0.736 -0.521
9 C -1.463 -0.441 -1.115
10 C -2.228 0.507 -0.221
11 C -3.345 0.110 0.462
12 C -4.115 1.009 1.166
13 C -3.729 2.283 1.234
14 C -2.621 2.742 0.630
15 C -1.820 1.855 -0.104
16 C 1.072 -0.006 -0.969
17 C 2.303 -0.331 -0.462
18 H 4.903 1.350 -1.733
19 H 4.367 -2.635 0.070
20 H 4.368 -1.751 1.553
21 H 1.494 -3.026 1.373
22 H -0.828 -2.236 0.815
23 H -1.402 -0.040 -2.220
24 H -2.016 -1.453 -1.132
25 H -3.449 -0.988 0.590
26 H -5.150 0.708 1.436
27 H -4.340 3.009 1.799
28 H -2.400 3.793 0.739
29 H -1.036 2.199 -0.741
30 H 0.871 0.736 -1.723

4.
Computed, not measured: C35H42BBaClN8PS as an isolated structure, with wB97M-V/def2-TZVPD.

As for the energy above the lowest of the compared OMol25 structures with the same formula, charge and spin: 11.8 kJ/mol. The spin multiplicity is 1. The molar mass comes out at 821.41 g mol⁻¹. The charge is +1.

Geometry (Å):
1 Ba 0.370 -0.303 0.831
2 C 0.602 0.663 -2.865
3 C 0.800 -0.816 -2.739
4 C 1.053 -1.765 -3.731
5 C 1.145 -2.974 -3.060
6 C 1.402 -4.331 -3.627
7 N 0.960 -2.733 -1.748
8 N 0.746 -1.408 -1.548
9 B 0.976 -3.751 -0.578
10 N -0.377 -3.777 0.161
11 N -0.833 -2.720 0.880
12 C -2.015 -3.069 1.379
13 C -2.807 -2.130 2.231
14 C -2.340 -4.369 0.977
15 C -1.272 -4.786 0.206
16 C -1.084 -6.097 -0.481
17 N 2.140 -3.467 0.409
18 N 2.266 -2.308 1.127
19 C 3.287 -2.491 1.970
20 C 3.684 -1.442 2.957
21 C 3.840 -3.759 1.792
22 C 3.081 -4.350 0.799
23 C 3.220 -5.725 0.236
24 H 0.965 1.021 -3.827
25 H 1.146 1.208 -2.088
26 H -0.453 0.942 -2.789
27 H 1.147 -1.606 -4.792
28 H 1.517 -4.257 -4.706
29 H 0.579 -5.014 -3.417
30 H 2.311 -4.772 -3.216
31 H 1.159 -4.830 -1.048
32 H -2.276 -1.187 2.392
33 H -3.011 -2.562 3.211
34 H -3.765 -1.888 1.769
35 H -3.223 -4.935 1.219
36 H -1.945 -6.733 -0.289
37 H -0.193 -6.613 -0.124
38 H -0.986 -5.973 -1.560
39 H 3.298 -0.461 2.678
40 H 4.768 -1.360 3.027
41 H 3.311 -1.690 3.952
42 H 4.670 -4.197 2.319
43 H 4.086 -6.212 0.680
44 H 3.354 -5.705 -0.845
45 H 2.340 -6.333 0.450
46 Cl -2.597 -0.004 -0.635
47 C -3.732 0.967 0.284
48 C -5.052 0.554 0.286
49 C -5.985 1.296 0.995
50 C -5.588 2.434 1.681
51 C -4.261 2.835 1.657
52 C -3.299 2.111 0.952
53 P -1.524 2.564 0.956
54 C -1.259 3.252 -0.715
55 C 0.036 3.676 -1.018
56 C 0.327 4.193 -2.270
57 C -0.665 4.276 -3.238
58 C -1.951 3.850 -2.946
59 C -2.250 3.344 -1.687
60 C -1.473 4.036 2.020
61 C -1.789 5.311 1.554
62 C -1.760 6.394 2.418
63 C -1.421 6.212 3.753
64 C -1.103 4.947 4.224
65 C -1.123 3.864 3.357
66 H -5.340 -0.334 -0.260
67 H -7.019 0.981 1.008
68 H -6.313 3.015 2.235
69 H -3.962 3.726 2.193
70 H 0.818 3.603 -0.269
71 H 1.330 4.537 -2.494
72 H -0.437 4.678 -4.217
73 H -2.729 3.918 -3.695
74 H -3.263 3.029 -1.469
75 H -2.055 5.458 0.514
76 H -2.005 7.383 2.051
77 H -1.399 7.060 4.425
78 H -0.831 4.805 5.261
79 H -0.863 2.877 3.724
80 C 4.181 3.463 -1.143
81 N 4.150 2.014 -1.266
82 C 3.572 1.202 -0.375
83 N 3.625 -0.113 -0.626
84 S 2.787 1.829 0.999
85 H 4.704 3.863 -2.008
86 H 4.699 3.766 -0.234
87 H 3.170 3.864 -1.116
88 H 4.672 1.599 -2.020
89 H 4.012 -0.472 -1.484
90 H 3.323 -0.794 0.063